[1]
The following is a quantum chemistry calculation of a 2-piece molecular cluster, C11H17BNO5P overall at a distorted geometry, from OMol25.

Last column: Mulliken charge in e.
Atoms and positions in Å:
P (1.21392, -0.96119, -1.33038)  -0.403
O (1.07142, -2.01894, 5.09212)  -0.553
O (1.35634, 1.74738, 0.81547)  -0.539
O (-0.01718, -3.01594, -2.98068)  -0.513
O (0.43474, -0.68176, -4.13345)  -0.347
O (-1.34838, 2.70204, 5.44752)  -0.553
N (0.05271, 0.29689, -0.82382)  0.184
C (0.51422, -0.93292, 5.17327)  0.276
C (0.63727, 2.86101, -1.43737)  -0.782
C (-0.90976, 0.61089, 6.44101)  -0.381
C (-0.79118, 1.61602, 5.36636)  0.332
C (-1.14076, -0.96381, -6.10876)  -0.877
C (-0.96199, -0.21342, 0.17648)  -0.702
C (-0.30239, -0.57622, 6.35044)  -0.350
C (0.63280, 0.07222, 4.09863)  -0.312
C (0.72750, 1.57439, -0.37486)  0.217
C (0.32566, -1.33975, -5.43995)  -0.242
C (0.02543, 1.25933, 4.18920)  -0.294
B (0.47468, -1.62752, -3.00819)  0.716
H (0.77040, 3.88272, -0.86643)  0.291
H (1.23465, -0.20472, 3.24137)  0.540
H (-0.47892, -0.56002, 1.19131)  0.223
H (1.13298, -0.81411, -6.14474)  0.262
H (-1.94852, -1.67122, -5.64293)  0.246
H (1.50824, 2.68815, -2.22631)  0.248
H (-1.49688, -1.15021, -0.33480)  0.272
H (0.10273, 2.00811, 3.41035)  0.473
H (-0.39344, 2.76081, -1.99938)  0.276
H (0.58461, -2.47915, -5.45754)  0.253
H (-1.81264, 0.59507, 0.30456)  0.305
H (-0.37969, -1.32501, 7.12928)  0.406
H (-1.04822, -1.22248, -7.26969)  0.310
H (-1.42234, 0.16821, -5.98527)  0.240
H (0.65764, -3.60007, -2.48277)  0.318
H (2.50594, -0.37256, -1.67832)  0.050
H (-1.51161, 0.88782, 7.29827)  0.406

Results
LUMO	-1.354	eV
structure (SMILES)	CCOB(O)PN(C)C(C)=O.O=C1C=CC(=O)C=C1

---

[2]
The following is a quantum chemistry calculation of C11H17Cl2F3O5STc as an isolated structure at a distorted geometry, from OMol25.

Last column: Mulliken charge in e.
Atoms and positions in Å:
Tc (-0.07472, 0.31857, 0.70198)  0.645
Cl (-4.27433, 1.09759, -2.31821)  -0.963
Cl (-1.52675, 1.94997, -0.20272)  -0.336
S (-2.74223, -0.32859, 1.87472)  0.797
F (-4.33395, 1.74268, 0.92445)  -0.161
F (-5.26118, 0.46576, 2.40203)  -0.241
F (-5.05625, -0.22993, 0.35968)  -0.177
O (0.14818, -0.77636, 2.33000)  -0.758
O (-1.78752, -0.74270, 0.58310)  -0.445
O (0.24453, 1.70543, 1.95262)  -0.654
O (-3.14298, -1.57185, 2.51110)  -0.607
O (-2.13996, 0.69893, 2.66767)  -0.422
C (0.68177, -1.05665, -1.27009)  0.780
C (1.83401, 2.49000, -0.84768)  -1.969
C (2.09101, 0.09966, 0.15897)  0.496
C (-0.11547, 0.85522, -2.79475)  -1.609
C (0.62174, 0.32119, -1.62070)  1.192
C (-0.00747, -2.16783, -1.97770)  -1.825
C (-4.50508, 0.50641, 1.27898)  0.554
C (1.48645, 1.04883, -0.73887)  0.709
C (1.58723, -1.20087, -0.17916)  1.343
C (2.01975, -2.50042, 0.39437)  -2.006
C (3.17750, 0.38322, 1.13429)  -1.974
H (2.49947, -2.35661, 1.36563)  0.364
H (0.58368, -2.49371, -2.84574)  0.332
H (0.53930, 1.31084, 2.79442)  0.285
H (-0.51584, -1.46217, 2.50329)  0.232
H (-1.12959, 0.43630, -2.84025)  0.336
H (4.16443, 0.23941, 0.67497)  0.255
H (-0.20943, 1.94057, -2.72892)  0.308
H (0.94974, 3.06737, -1.13423)  0.344
H (-0.14158, -3.02697, -1.30916)  0.374
H (3.09815, -0.28970, 1.99661)  0.404
H (2.19066, 2.87233, 0.11262)  0.361
H (1.16095, -3.17191, 0.52839)  0.372
H (-0.99476, -1.84400, -2.32932)  0.411
H (0.41846, 0.59411, -3.71767)  0.307
H (3.11211, 1.41514, 1.49151)  0.375
H (2.61796, 2.64971, -1.59990)  0.271
H (2.73199, -2.98898, -0.28635)  0.294

Results
charge	-2
LUMO (spin up / spin down)	5.022 / 5.008	eV
multiplicity	4
energy relative to the best compared isomer or geometry (same formula, charge and spin)	140.9	kJ/mol

---

[3]
The following is a quantum chemistry calculation of C11H17Cl2HfNO2Se as an isolated structure at a distorted geometry, from OMol25.

Last column: Mulliken charge in e.
Atoms and positions in Å:
Hf (1.08294, 0.89228, 1.53674)  1.416
Se (-0.08022, 0.04028, 6.33748)  -0.231
Cl (1.76198, -1.25887, 0.87088)  -0.436
Cl (2.69068, 2.36793, 1.86160)  -0.481
O (-0.50481, 1.27640, 0.60797)  -0.416
O (-1.97714, -3.01029, 0.89726)  -1.145
N (0.49499, 0.36387, 3.45374)  -0.682
C (-2.27002, -1.48828, -2.01480)  -1.376
C (-1.06344, -0.68261, -2.23316)  0.540
C (0.34411, 1.12084, -2.46512)  0.500
C (0.24225, 0.19262, 4.64733)  0.406
C (-1.01654, 0.73219, -2.36295)  0.205
C (0.86029, 2.50022, -2.59551)  -1.425
C (2.61686, -0.07358, -2.49329)  -1.294
C (-2.18626, 1.62753, -2.40251)  -1.690
C (0.67101, -2.59110, -2.34234)  -1.580
C (0.27146, -1.17515, -2.32080)  0.345
C (1.14409, -0.05008, -2.42633)  0.487
H (-2.54433, 1.76107, -3.43500)  0.208
H (3.08212, 0.53965, -1.70317)  0.172
H (-2.47860, -2.12215, -2.89317)  0.205
H (-3.13034, -0.83006, -1.86730)  0.379
H (0.05818, 3.23987, -2.47388)  0.369
H (-2.17383, -2.11676, -1.11209)  0.322
H (1.65693, -2.74246, -1.88600)  0.327
H (-1.94522, 2.62519, -2.00338)  0.386
H (-0.05697, -3.20106, -1.79788)  0.379
H (2.96750, 0.32815, -3.45889)  0.279
H (-3.00943, 1.20819, -1.81472)  0.407
H (1.64324, 2.72607, -1.85480)  0.190
H (-1.03379, -2.78054, 1.02774)  0.122
H (-1.14374, 1.98547, 0.38996)  0.279
H (1.30297, 2.65138, -3.59038)  0.256
H (0.71978, -2.96502, -3.37937)  0.234
H (3.00312, -1.09129, -2.39018)  0.342

Results
charge	-2
LUMO	4.020	eV

---

[4]
The following is a quantum chemistry calculation of C11H17Cl2O8P2Tl as an isolated structure, from OMol25.

Last column: Mulliken charge in e.
Atoms and positions in Å:
Tl (-0.83755, 1.75736, -0.27253)  0.882
Cl (-3.01185, -3.69740, -1.32243)  -0.106
Cl (-2.17518, -1.29513, 0.13133)  -0.079
P (2.80505, 2.61636, 0.49882)  0.785
P (1.93855, -0.79691, -1.97112)  0.872
O (1.35319, 2.68539, 0.70282)  -0.575
O (3.32960, 2.72577, -0.97988)  -0.471
O (2.67713, -1.76983, -1.19035)  -0.501
O (3.68169, 3.64855, 1.30252)  -0.485
O (1.20294, 0.37955, -1.50838)  -0.388
O (0.47481, -0.02926, 1.77424)  -0.095
O (2.80011, 0.03454, 1.28294)  -0.438
O (1.88422, -0.93730, -3.51565)  -0.406
C (1.73594, -2.53941, 2.35885)  -0.249
C (2.28551, -4.07073, 4.11937)  -0.362
C (4.99400, 0.80317, 0.87239)  -1.424
C (2.43453, -3.64202, 2.80445)  -0.901
C (-1.22237, -0.40171, 3.35526)  -1.562
C (3.52256, 0.96286, 0.95161)  0.777
C (1.41868, -3.41523, 4.98770)  -0.789
C (0.86230, -1.86512, 3.22862)  0.910
C (-3.51547, -2.12749, -0.74935)  -0.420
C (0.69206, -2.33055, 4.54252)  -0.414
C (0.08395, -0.75066, 2.74715)  0.877
H (5.43479, 1.29439, 1.74683)  0.356
H (2.83998, -4.93217, 4.46726)  0.427
H (3.08683, -4.17749, 2.12894)  0.466
H (1.82656, -2.23774, 1.32359)  0.496
H (5.25994, -0.25147, 0.87710)  0.379
H (3.78824, 3.54059, -1.23521)  0.341
H (-3.78163, -1.49473, -1.58671)  0.291
H (-4.32849, -2.23116, -0.04157)  0.316
H (-1.72176, 0.38443, 2.79723)  0.230
H (2.35511, -1.70703, -3.87914)  0.383
H (5.39548, 1.30627, -0.00665)  0.426
H (-1.04259, -0.04099, 4.37268)  0.526
H (1.30581, -3.75936, 6.00602)  0.437
H (1.52737, -0.03730, 1.48146)  0.331
H (-1.86200, -1.27964, 3.42890)  0.443
H (3.22984, 4.16470, 1.98707)  0.370
H (0.01689, -1.83001, 5.22318)  0.344

Results
charge	+2
LUMO	-6.531	eV
energy relative to the best compared isomer or geometry (same formula, charge and spin)	0.0	kJ/mol

---

[5]
The following is a quantum chemistry calculation of a 2-piece molecular cluster, C11H17ClNO4S overall at a distorted geometry, from OMol25.

Last column: Mulliken charge in e.
Atoms and positions in Å:
Cl (-0.14964, -1.69664, 4.39795)  -0.065
S (-1.85826, 0.63630, -0.54971)  -0.222
O (1.93395, -4.72813, -0.70976)  -0.421
O (3.19090, -2.75471, -0.95913)  -0.430
O (-1.66430, 0.17005, 2.65276)  -0.318
O (0.11759, 1.41841, -3.60024)  -0.466
N (-0.87141, -0.56800, 1.87513)  0.455
C (-0.78032, -0.51248, 0.43168)  0.376
C (0.18587, 2.00040, 2.51781)  -0.145
C (0.96807, -2.49419, 1.87323)  -0.538
C (-0.27283, 0.62843, -4.71895)  -0.134
C (-1.34749, 1.58934, 2.66517)  -0.591
C (0.20050, -1.39694, -0.41892)  -0.449
C (1.14044, -2.43762, 0.30956)  0.571
C (-1.70856, 0.93124, -5.09835)  -0.963
C (0.96482, 2.06983, 3.95642)  -0.978
C (-0.02366, -1.54152, 2.57114)  0.206
C (2.17038, -3.33900, -0.50778)  0.153
H (0.27681, -1.31767, -1.56189)  0.351
H (1.37563, 3.14470, 4.08617)  0.315
H (0.24453, 1.91516, 4.83445)  0.267
H (-1.82552, 1.99036, -5.34149)  0.263
H (1.60188, -3.24509, 2.47474)  0.381
H (-0.15073, -0.42931, -4.46267)  0.175
H (-1.72043, 2.01017, 3.67474)  0.415
H (-0.47437, 1.20086, -2.86885)  0.186
H (2.83401, -5.09763, -0.88027)  0.393
H (0.18973, 3.09665, 2.14096)  0.373
H (0.39888, 0.86153, -5.54723)  0.315
H (-1.25259, 1.91103, -0.58540)  0.247
H (-2.01886, 0.33518, -5.95960)  0.335
H (0.79452, 1.41619, 1.74988)  0.226
H (-1.96076, 2.13183, 1.85300)  0.195
H (1.87397, 1.38204, 3.96811)  0.249
H (-2.38274, 0.71925, -4.26265)  0.275

Results
charge	+1
LUMO	-5.548	eV

---

[6]
The following is a quantum chemistry calculation of a 2-piece molecular cluster, C11H17F8N2O3S overall at a distorted geometry, from OMol25.

Last column: Mulliken charge in e.
Atoms and positions in Å:
S (1.02648, 2.54448, 1.48210)  0.263
F (-0.39705, -3.26040, -3.25818)  -0.206
F (-0.50666, -1.99152, 0.57585)  -0.316
F (-1.36344, -3.47709, -0.76774)  -0.212
F (0.28204, -6.69047, -3.53553)  -0.288
F (-1.49788, -4.76141, -4.39962)  -0.249
F (1.78549, -3.39226, 0.78574)  -0.338
F (-0.91726, -5.80388, -1.97058)  -0.285
F (1.34463, -2.70990, -1.23527)  -0.274
O (-1.00210, 6.94574, 1.14397)  -0.511
O (3.03097, 2.38570, 4.20528)  -0.277
O (1.25745, -5.26716, -2.18710)  -0.392
N (1.58488, 3.55828, 2.71988)  -0.333
N (-0.85709, 0.86723, -0.04442)  -0.451
C (0.07735, -5.55555, -2.84394)  0.777
C (-0.29917, -4.46844, -3.85536)  0.183
C (0.97775, -3.60557, -0.29298)  0.930
C (-1.46038, 1.32094, 1.20851)  -0.800
C (0.46411, 3.61034, 0.14079)  -0.594
C (1.27978, -5.02970, -0.79162)  -0.775
C (-0.44205, -3.30822, 0.18908)  0.061
C (2.26676, 2.94052, 3.55625)  0.639
C (-0.39647, 1.67457, 2.23567)  -0.601
C (0.44383, 5.12838, 0.44930)  -0.535
C (-0.99758, 5.68646, 0.49316)  -0.611
H (0.70551, -5.77882, -0.24531)  0.356
H (2.31947, -5.20437, -0.51806)  0.417
H (-0.77971, 2.27412, 3.06436)  0.462
H (-1.62434, 4.96791, 1.03896)  0.325
H (0.95673, 5.41320, 1.36819)  0.494
H (-1.36028, 5.87083, -0.51616)  0.351
H (1.16853, 3.43076, -0.67062)  0.511
H (0.02572, 0.76887, 2.67785)  0.499
H (-0.70494, -3.92887, 1.04853)  0.271
H (-1.53013, 1.01158, -0.78890)  0.252
H (0.45247, -4.40967, -4.64467)  0.247
H (0.97729, 5.62882, -0.36031)  0.247
H (-0.51080, 3.31351, -0.23654)  0.417
H (-0.86367, 6.77573, 2.08142)  0.313
H (-0.70086, -0.13482, -0.01067)  0.238
H (-2.15712, 2.14615, 1.05643)  0.391
H (-2.05826, 0.51399, 1.65226)  0.401

Results
charge	+1
LUMO	-3.822	eV